108
Properties=species:S:1:pos:R:3:forces:R:3 method="wB97M-V/def2-TZVPD" homo_ev="-11.3 / -11.4" s2=0.75 e_above_lowest_kj_mol=95.40 orbital_gap_ev="8.3 / 7.7" spin_multiplicity=2 charge=+1 energy_ha=-5163.39557
Os -0.682383 -0.162561 -1.008050 0.1 0.5 -0.7
O -0.292539 2.907555 1.953630 0.3 0.0 0.0
C -0.774299 2.245310 1.062380 0.1 0.0 0.1
O -0.579302 0.906357 1.094230 0.0 0.0 0.0
C -1.565003 2.951450 0.013118 0.0 0.0 -0.1
C -1.634800 4.333667 0.146805 0.0 0.0 0.0
C -2.372123 5.072309 -0.753059 0.0 0.0 0.0
C -3.036907 4.480984 -1.808544 0.0 0.0 -0.1
C -2.950470 3.113775 -1.954273 0.0 0.0 0.0
C -2.256171 2.303420 -1.026124 0.0 0.1 0.1
O -2.291345 1.005430 -1.084181 -0.1 0.0 0.0
N -3.585862 2.533207 -3.146018 -0.1 0.0 0.0
O -4.488096 3.158405 -3.655182 0.0 0.0 0.0
O -3.144834 1.480779 -3.575505 0.1 0.0 0.0
N -2.443648 6.534367 -0.596095 0.0 0.0 0.0
O -3.070320 7.149920 -1.431538 0.0 0.0 0.0
O -1.866650 7.018579 0.353333 0.0 0.0 0.0
H -1.127149 4.824859 0.963599 0.0 0.0 0.0
H -3.594992 5.076359 -2.516379 0.0 0.0 0.0
O 2.231674 0.019956 0.602810 -0.1 -0.1 -0.1
H 2.149117 -0.890006 0.283656 0.0 0.0 -0.1
H 3.161335 0.259640 0.527117 0.0 -0.1 0.2
C 4.423062 2.308496 4.222987 0.0 0.0 0.0
C 3.787099 2.898226 3.139485 0.0 0.0 0.0
C 2.539652 2.452478 2.727431 0.0 -0.1 0.0
C 1.912037 1.388452 3.377742 0.0 0.1 0.0
C 2.563815 0.806731 4.468232 -0.1 0.1 0.0
C 3.803040 1.267937 4.893954 0.0 0.0 0.0
Ge 0.159855 0.639083 2.960412 -0.1 0.0 0.1
C -1.362835 1.353598 3.926406 0.0 0.0 0.0
C -2.662795 0.993705 3.574040 0.0 0.0 0.0
C -3.751381 1.540359 4.239348 0.0 0.0 0.0
C -3.546907 2.448040 5.269830 0.0 0.0 0.0
C -2.256446 2.808999 5.629404 0.0 0.0 0.0
C -1.169179 2.269279 4.955920 0.0 0.0 0.0
C 0.294929 -1.255866 3.414294 0.0 0.0 -0.1
C 1.508998 -1.939787 3.298385 0.0 0.1 0.0
C 1.790199 -3.038322 4.095611 0.0 -0.1 -0.1
C 0.855552 -3.486831 5.019911 -0.1 -0.1 -0.1
C -0.375483 -2.858364 5.109994 0.0 0.0 0.0
C -0.649739 -1.749631 4.317992 0.0 0.0 0.0
H 5.391669 2.666303 4.546763 0.0 0.0 0.0
H 4.257823 3.722038 2.618201 0.0 0.0 0.0
H 2.061621 2.944693 1.896289 -0.1 0.0 -0.1
H 2.104025 -0.007189 5.014119 0.0 0.0 0.0
H 4.279587 0.809260 5.750571 0.0 0.0 0.0
H -2.834842 0.281237 2.773096 0.0 0.0 0.0
H -4.757504 1.256877 3.957459 0.0 0.0 0.0
H -4.393568 2.875256 5.790885 0.0 0.0 0.0
H -2.095433 3.519201 6.429895 0.0 0.0 0.0
H -0.165529 2.574881 5.230120 0.0 0.0 0.0
H 2.283556 -1.550294 2.651235 0.0 0.0 -0.1
H 2.753687 -3.526497 4.018062 0.0 0.0 0.0
H 1.084730 -4.329437 5.659449 0.0 0.0 0.0
H -1.113415 -3.203690 5.822358 0.0 0.0 0.0
H -1.586263 -1.227849 4.466275 0.0 0.0 0.0
C 1.241277 1.068528 -2.066933 -0.1 -0.4 -0.2
N 0.869584 1.097776 -3.456829 -0.1 0.0 0.0
C 0.686058 2.454719 -3.992904 0.0 0.0 0.0
C -0.074391 0.166719 -3.856467 -0.2 0.3 0.1
N -0.864222 -0.371671 -2.949505 0.0 -0.5 -0.1
N -0.206369 -0.104842 -5.151784 0.0 0.0 0.0
C 0.843930 0.171917 -6.127321 0.0 0.0 0.0
C -1.322435 -0.932962 -5.600502 0.0 0.0 0.0
H 1.963011 1.856731 -1.863103 -0.1 0.1 0.1
H 1.688897 0.122890 -1.793803 0.1 0.0 0.0
H 0.363278 1.377662 -1.366534 0.0 0.2 0.2
H -0.042464 3.009463 -3.390640 0.0 0.0 0.0
H 0.324835 2.418492 -5.015384 0.0 0.0 0.0
H 1.639055 2.980273 -3.977269 0.0 0.0 0.0
H -1.556758 -1.029437 -3.284479 0.2 -0.1 -0.1
H 1.725783 0.559122 -5.628035 0.0 0.0 0.0
H 0.498955 0.889093 -6.873033 0.0 0.0 0.0
H 1.108617 -0.757872 -6.630471 0.0 0.0 0.0
H -1.197164 -1.970567 -5.279118 0.0 0.0 0.0
H -1.352366 -0.903256 -6.685838 0.0 0.0 0.0
H -2.265492 -0.530297 -5.228057 0.0 0.0 0.0
C -3.980990 -1.656631 -1.837522 -0.1 0.0 0.0
C -3.166032 -2.334689 -0.753765 0.1 0.1 -0.1
C -3.418452 -1.768792 0.626770 0.0 0.0 0.0
C -3.336993 -3.840069 -0.804371 -0.1 0.0 0.0
O -1.735062 -1.978505 -1.076844 0.1 -0.1 0.5
P -0.370601 -2.929542 -1.268866 -0.2 0.1 0.1
O -0.340343 -3.614874 -2.560172 0.0 0.2 -0.1
O 0.635675 -1.750173 -1.047275 -0.1 -0.1 0.4
O -0.470258 -3.831552 0.001116 0.3 -0.1 0.0
C 0.161646 -5.178896 0.146912 -0.1 0.0 -0.1
C -0.368896 -6.135402 -0.908465 0.0 0.0 0.0
C -0.283771 -5.609889 1.525711 0.0 -0.1 0.0
C 1.664622 -4.996948 0.045902 0.0 0.0 0.0
H -5.041476 -1.759460 -1.603468 0.0 0.0 0.0
H -3.806227 -2.139612 -2.801396 0.0 0.0 0.0
H -3.746710 -0.595672 -1.906338 0.0 0.0 0.0
H -4.436248 -2.010573 0.936041 0.0 0.0 0.0
H -3.309101 -0.683134 0.624279 0.0 0.0 0.0
H -2.724238 -2.208329 1.345871 0.0 0.0 0.0
H -4.406557 -4.047960 -0.751794 0.0 0.0 0.0
H -2.851261 -4.332069 0.033600 0.0 0.0 0.0
H -2.958283 -4.250770 -1.740913 0.0 0.0 0.0
H -1.448071 -6.256933 -0.810593 0.0 0.0 0.0
H 0.093255 -7.110838 -0.749985 0.0 0.0 0.0
H -0.137718 -5.797810 -1.914357 0.0 0.0 0.0
H -1.369769 -5.706292 1.557923 0.0 0.0 0.0
H 0.025493 -4.881858 2.267626 0.1 0.1 0.2
H 0.153404 -6.578310 1.771515 0.0 0.0 0.0
H 1.945666 -4.625012 -0.941863 0.0 0.0 0.0
H 2.159969 -5.957267 0.191460 0.0 0.0 0.0
H 2.017756 -4.304152 0.809985 0.0 0.0 0.0